1.
DFT (ωB97M-V/def2-TZVPD) results for the ion C3HClFO2 with charge -1 at a distorted geometry.

Structure (XYZ):
```
8
Properties=species:S:1:pos:R:3
C 0.700 0.316 0.930
C -0.299 0.344 0.072
C -0.399 -0.753 -1.094
O 0.544 -1.541 -1.081
O -1.380 -0.652 -1.818
F 0.899 1.186 1.964
Cl -1.536 1.535 0.153
H 1.472 -0.436 0.873
```

The value obtained for the HOMO energy is -4.7 eV. The gap between HOMO and LUMO is 8.4 eV. Its SMILES is O=C([O-])/C(Cl)=C/F. For the LUMO energy, the calculation gives 3.71 eV. The relative energy (zero: lowest compared OMol25 entry of this formula, charge and spin) is 0.000 eV. Its calculated total energy is -825.5128 Ha. Its net charge is -1.

***

2.
DFT (ωB97M-V/def2-TZVPD) results for a structure of composition C3HClI2O2 at a distorted geometry.

Structure (XYZ):
```
9
Properties=species:S:1:pos:R:3
C -0.140 -0.066 0.547
C 1.944 0.230 1.870
C 1.443 0.047 0.502
O -0.772 0.062 1.547
O 2.492 -0.591 2.546
Cl 1.739 2.018 2.307
I 1.911 -2.064 -0.068
I 2.182 1.479 -0.969
H -0.572 -0.349 -0.570
```

The value obtained for the HOMO energy (alpha / beta) is -7.1 / -10.0 eV. The gap between HOMO and LUMO (alpha / beta) is 6.4 / 5.6 eV. The multiplicity is 3. For the LUMO energy (alpha / beta), the calculation gives -0.69 / -4.37 eV. The expectation value of S² is 2.01. Its calculated total energy is -1320.8171 Ha.

***

3.
DFT (ωB97M-V/def2-TZVPD) results for a cluster of 2 separate species, C3HClO2 in total at a distorted geometry.

Structure (XYZ):
```
7
Properties=species:S:1:pos:R:3
C -0.016 0.328 -0.033
C -1.030 0.423 0.660
C -1.910 -0.532 3.476
O -1.524 -1.627 3.365
O -1.919 0.705 1.432
Cl -2.459 0.510 4.582
H 0.571 -0.005 -0.835
```

The value obtained for the HOMO energy (alpha / beta) is -8.1 / -9.5 eV. The gap between HOMO and LUMO (alpha / beta) is 6.0 / 9.0 eV. For the LUMO energy (alpha / beta), the calculation gives -2.08 / -0.50 eV. The relative energy (zero: lowest compared OMol25 entry of this formula, charge and spin) is 3.142 eV. Its calculated total energy is -725.4054 Ha.

***

4.
DFT (ωB97M-V/def2-TZVPD) results for a structure of composition C3HCrO3 at a distorted geometry.

Structure (XYZ):
```
8
Properties=species:S:1:pos:R:3
H -1.465 0.112 1.796
O -2.729 -0.445 -0.935
C -1.853 -0.282 -0.175
C -1.000 -0.007 0.810
O 0.319 0.212 0.709
C 2.396 -0.165 -0.942
O 3.150 -1.005 -1.032
Cr 1.183 1.579 -0.231
```

The value obtained for the HOMO energy (alpha / beta) is -12.5 / -13.2 eV. The gap between HOMO and LUMO (alpha / beta) is 6.2 / 7.7 eV. The multiplicity is 5. For the LUMO energy (alpha / beta), the calculation gives -6.25 / -5.50 eV. The relative energy (zero: lowest compared OMol25 entry of this formula, charge and spin) is 0.039 eV. The expectation value of S² is 6.40. Its calculated total energy is -1384.7319 Ha. Its net charge is +1.

***

What is the formula in the fourth record? C3HCrO3

***

calculated total energy of number 1 (C3HClFO2)? -825.5128 Ha